No. 1
Entry from the OMol25 dataset: C32H28ClN3O5RuS4Sb as an isolated structure (ωB97M-V/def2-TZVPD).

Each line ends with the Mulliken spin population.
CARTESIAN COORDINATES (ANGSTROEM)
Ru (0.33186, -0.88446, -0.31624)  2.790
O (-1.00956, 1.26234, 0.96279)  0.025
Cl (-0.23526, 1.86489, -0.08761)  0.015
O (-0.21792, 3.26673, -0.05230)  0.005
O (1.15215, 1.31345, 0.03929)  0.095
O (-0.71367, 1.33434, -1.35948)  0.048
S (3.19135, -1.03732, 3.02697)  0.155
C (2.18405, -1.34961, 1.81708)  -0.052
S (0.42959, -1.40120, 1.91175)  0.302
S (2.55806, -1.53614, 0.10981)  0.252
S (-1.86472, -1.67613, -0.56390)  0.261
Sb (-1.85974, -3.99452, -0.18959)  0.021
C (-0.53403, -4.82903, 1.18604)  0.028
C (-1.08216, -5.54651, 2.24388)  -0.006
C (-0.23498, -6.16993, 3.14883)  0.001
C (1.13724, -6.06860, 2.99832)  0.000
C (1.67865, -5.34717, 1.94397)  0.006
C (0.84483, -4.72297, 1.03244)  0.000
C (-1.56232, -4.91601, -2.04531)  0.004
C (-0.44623, -5.71326, -2.28080)  0.000
C (-0.26343, -6.28509, -3.53487)  0.000
C (-1.19083, -6.06580, -4.54059)  0.001
C (-2.30984, -5.27621, -4.30096)  0.004
C (-2.49686, -4.69524, -3.05463)  0.001
C (-3.81246, -4.41575, 0.39305)  0.004
C (-4.60606, -3.42258, 0.95488)  0.006
C (-5.90410, -3.72920, 1.33587)  0.003
C (-6.39588, -5.01070, 1.15300)  0.000
C (-5.60142, -5.99705, 0.58600)  0.001
C (-4.30436, -5.70258, 0.20043)  -0.002
H (-2.15318, -5.61436, 2.37881)  0.000
H (-0.64973, -6.72676, 3.97503)  0.000
H (1.79106, -6.55198, 3.70795)  0.000
H (2.74981, -5.26408, 1.83610)  0.000
H (1.27799, -4.14788, 0.22105)  -0.020
H (0.27665, -5.90198, -1.49544)  0.000
H (0.60551, -6.89970, -3.72428)  0.000
H (-1.03682, -6.49256, -5.52156)  0.000
H (-3.02855, -5.10582, -5.09042)  0.000
H (-3.36964, -4.07528, -2.87866)  0.000
H (-4.22680, -2.41700, 1.09567)  -0.003
H (-6.52836, -2.96575, 1.77391)  0.000
H (-7.40736, -5.24296, 1.44930)  0.000
H (-5.99254, -6.99190, 0.44153)  0.000
H (-3.69269, -6.47382, -0.25040)  0.000
C (6.35153, -3.06665, -2.50365)  0.000
C (5.27830, -3.26754, -3.53080)  0.000
C (4.07222, -3.88290, -3.20865)  -0.001
C (3.08200, -4.08242, -4.15747)  0.002
C (3.27102, -3.62771, -5.45773)  0.000
N (2.27637, -3.74842, -6.45444)  0.000
C (0.91462, -3.80630, -6.29982)  0.000
O (0.19481, -4.41727, -7.05655)  0.000
N (0.36899, -3.13975, -5.20880)  -0.002
C (0.84729, -2.04320, -4.50635)  0.004
C (1.70444, -1.07621, -5.02318)  0.009
C (2.15078, -0.07330, -4.18711)  -0.007
C (1.73356, -0.03504, -2.86739)  -0.002
N (0.89084, -0.95090, -2.38604)  0.057
C (0.45645, -1.92530, -3.17972)  0.003
C (4.47724, -3.02375, -5.80069)  0.000
C (5.46517, -2.85749, -4.84971)  0.000
H (6.02189, -3.40586, -1.52381)  0.000
H (6.62383, -2.01442, -2.42091)  0.000
H (7.25173, -3.62021, -2.76546)  0.000
H (3.90805, -4.23391, -2.19814)  0.000
H (2.16622, -4.58487, -3.88309)  -0.001
H (2.57666, -4.06412, -7.36775)  0.000
H (-0.58162, -3.42916, -5.02239)  0.000
H (2.02013, -1.11716, -6.05390)  -0.001
H (2.82153, 0.68885, -4.55039)  0.000
H (2.05929, 0.73109, -2.17252)  0.002
H (-0.21247, -2.65446, -2.74340)  -0.009
H (4.63426, -2.67438, -6.81053)  0.000
H (6.39580, -2.38948, -5.13630)  0.000

total charge	+1
<S²>	6.035
relative energy (zero: lowest compared OMol25 entry of this formula, charge and spin)	20.8	kcal per mole
HOMO energy (alpha / beta)	-11.01 / -11.01	eV
LUMO energy (alpha / beta)	-3.95 / -5.54	eV
multiplicity	5

***

No. 2
Entry from the OMol25 dataset: a 2-piece molecular cluster, CHF2IO overall in a non-equilibrium geometry (ωB97M-V/def2-TZVPD).

Each line ends with the Mulliken charge.
CARTESIAN COORDINATES (ANGSTROEM)
C (-0.44524, 0.28207, -0.01592)  0.401
O (-0.31519, -0.83116, 0.57399)  -0.461
F (0.32887, 1.33926, 0.37234)  -0.213
F (-0.30253, 0.24948, -1.35690)  -0.189
I (2.26646, -1.81125, 0.16066)  0.332
H (-1.53237, 0.77161, 0.26583)  0.131

total charge	0
relative energy (zero: lowest compared OMol25 entry of this formula, charge and spin)	73.4	kcal per mole
HOMO energy (alpha / beta)	-10.82 / -10.83	eV
LUMO energy (alpha / beta)	-4.43 / -4.42	eV

***

No. 3
Entry from the OMol25 dataset: C10H26BBrNbO4 as an isolated structure in a non-equilibrium geometry (ωB97M-V/def2-TZVPD).

Each line ends with the Mulliken charge.
CARTESIAN COORDINATES (ANGSTROEM)
C (4.60530, 1.53390, 0.25812)  -1.255
C (3.62443, 1.38599, -0.90516)  -0.341
C (2.96351, -0.00240, -0.95783)  -0.661
O (1.65256, 0.00541, -0.43654)  0.052
C (0.57934, 0.11702, -1.41051)  -0.826
Nb (-1.01732, -1.42714, -0.81258)  -0.225
O (-2.66062, -2.56742, -0.37821)  -0.835
Br (0.01366, -3.07938, -2.57869)  -0.582
B (0.35864, -2.24888, 0.86158)  0.747
O (0.76208, -1.45650, 1.91896)  -0.444
O (0.81087, -3.52294, 0.65022)  -0.397
C (2.16238, -3.65718, 0.22800)  -0.593
C (-1.60668, 0.25109, 0.61426)  0.580
C (-2.04717, -0.22429, 2.00987)  -1.409
C (-2.71092, 1.03520, -0.13022)  -0.709
C (-3.32584, 2.22006, 0.62797)  -0.142
C (-4.38551, 2.94375, -0.20807)  -1.318
H (4.10263, 1.34179, 1.21182)  0.290
H (5.03659, 2.53948, 0.30573)  0.387
H (5.43041, 0.81788, 0.16179)  0.301
H (4.16314, 1.56567, -1.84328)  0.330
H (2.82303, 2.12725, -0.82547)  0.232
H (3.54560, -0.70651, -0.34349)  0.366
H (2.95763, -0.39517, -1.98147)  0.395
H (0.17580, 1.14130, -1.39841)  0.153
H (0.94796, -0.10974, -2.41793)  0.547
H (-1.91801, -0.58574, -2.15867)  0.048
H (-2.61352, -2.99314, 0.48031)  0.223
H (1.35193, -0.76135, 1.61267)  0.368
H (2.37017, -3.02426, -0.64059)  0.161
H (2.84791, -3.39788, 1.04417)  0.275
H (2.31302, -4.69915, -0.06288)  0.227
H (-0.75396, 0.93753, 0.72230)  0.028
H (-2.73318, 0.48240, 2.50031)  0.430
H (-2.57597, -1.18526, 1.97228)  0.108
H (-1.18732, -0.33980, 2.67140)  0.317
H (-3.50868, 0.35342, -0.45404)  0.407
H (-2.26592, 1.44090, -1.04926)  0.265
H (-2.52184, 2.92048, 0.89049)  0.271
H (-3.79676, 1.88056, 1.55786)  0.219
H (-4.89396, 3.73218, 0.35529)  0.386
H (-5.13621, 2.22330, -0.55676)  0.310
H (-3.93925, 3.38752, -1.10537)  0.312

total charge	-1
HOMO energy	-2.45	eV
LUMO energy	1.07	eV

***

No. 4
Entry from the OMol25 dataset: an isolated ion of composition CH3O4 and charge +1 in a non-equilibrium geometry (ωB97M-V/def2-TZVPD).

Each line ends with the Mulliken charge.
CARTESIAN COORDINATES (ANGSTROEM)
C (0.25305, 0.38550, -0.39148)  0.816
O (0.37952, -0.93819, -0.30944)  -0.033
O (0.67797, 0.96530, -1.43218)  -0.289
O (-0.42809, 0.99030, 0.49335)  -0.434
O (-0.27856, -1.41045, 0.79404)  -0.354
H (0.01691, -2.42965, 0.91313)  0.401
H (-0.92704, 0.57397, 1.29976)  0.492
H (0.30625, 1.86324, -1.36718)  0.401

total charge	+1
relative energy (zero: lowest compared OMol25 entry of this formula, charge and spin)	5.6	kcal per mole
HOMO energy	-17.06	eV
LUMO energy	-4.47	eV

***

Repeat the fourth record exactly.
Entry from the OMol25 dataset: an isolated ion of composition CH3O4 and charge +1 in a non-equilibrium geometry (ωB97M-V/def2-TZVPD).

Each line ends with the Mulliken charge.
CARTESIAN COORDINATES (ANGSTROEM)
C (0.25305, 0.38550, -0.39148)  0.816
O (0.37952, -0.93819, -0.30944)  -0.033
O (0.67797, 0.96530, -1.43218)  -0.289
O (-0.42809, 0.99030, 0.49335)  -0.434
O (-0.27856, -1.41045, 0.79404)  -0.354
H (0.01691, -2.42965, 0.91313)  0.401
H (-0.92704, 0.57397, 1.29976)  0.492
H (0.30625, 1.86324, -1.36718)  0.401

total charge	+1
relative energy (zero: lowest compared OMol25 entry of this formula, charge and spin)	5.6	kcal per mole
HOMO energy	-17.06	eV
LUMO energy	-4.47	eV

***

Question: The lowest total charge belongs to which entry?
Answer: C10H26BBrNbO4

***

Question: Which value of total charge does entry 3 give?
Answer: -1